A cluster of 2 separate species, C5H7NO2 in total. Source: the OMol25 dataset; level of theory: wB97M-V/def2-TZVPD.

CARTESIAN COORDINATES (ANGSTROEM)
C1 -0.252 -1.142 -1.358
C2 1.013 -0.525 1.251
C3 -2.020 0.585 0.720
C4 -0.136 0.294 -0.938
C5 0.578 0.597 0.372
N1 0.824 1.788 0.707
O1 -2.511 1.597 0.800
O2 -0.535 1.217 -1.614
H1 0.489 2.478 0.032
H2 0.744 -1.556 -1.500
H3 -0.757 -1.719 -0.590
H4 -0.804 -1.207 -2.292
H5 0.156 -1.122 1.555
H6 1.498 -0.115 2.131
H7 1.713 -1.170 0.724

Properties
energy	-399.927872	Eh
LUMO	-0.198	eV
E_HOMO	-9.877	eV
HOMO-LUMO gap	9.68	eV
max |F|	1.3	eV/A
charge	0

Results of the natural (NBO) charge analysis, in e, for atoms 1 through 2: C -0.725; C -0.675